Below is a cluster of 13 separate species, C28H44B2NO56S10 in total at a distorted geometry, with properties calculated with the ωB97M-V functional and the def2-TZVPD basis.

As for the multiplicity: 1. Its net charge is -1. The value obtained for the molecular weight is 1632.91 u. The value obtained for the highest occupied orbital energy is -6.881 eV. The calculation puts the energy above the lowest of the compared OMol25 structures with the same formula, charge and spin at 0.0 kJ/mol. As for the electronic energy: -9393.17261 a.u. The calculation puts the orbital gap at 0.2873 Ha.

Last column: Mulliken charge in e.
Element x y z (Å)
N: -0.87393 -19.88949 -19.90268  2.8674
H: -1.47941 -20.34934 -20.56754  -0.1987
H: -0.37050 -19.22406 -20.47177  -0.4608
H: -0.28464 -20.62137 -19.53229  0.3145
H: -1.35292 -19.47424 -19.11640  -0.4750
O: -5.46446 -21.10948 -25.70127  -0.7039
C: -5.47989 -21.42224 -24.48581  0.7125
O: -4.72495 -22.38402 -23.91946  -0.5070
B: -5.19551 -22.40995 -22.49712  0.8708
O: -6.45142 -21.59861 -22.38468  -0.7374
C: -6.64832 -20.99833 -23.52060  0.4853
O: -7.47204 -20.13903 -23.84240  -0.7029
O: -5.29305 -23.74530 -21.93791  -0.4308
C: -4.31751 -23.87492 -20.88310  0.2920
O: -4.04020 -24.84741 -20.13704  -0.6438
C: -3.53175 -22.55184 -20.84624  0.9817
O: -3.99962 -21.79084 -21.82128  0.1710
O: -2.68152 -22.24046 -20.00461  -0.5514
O: 0.78672 -22.22877 -19.42491  -0.6971
C: 1.44951 -23.23722 -19.70478  0.1427
O: 2.61554 -23.27911 -20.32927  -0.6510
B: 3.13941 -24.60357 -20.30234  1.4148
O: 1.99205 -25.45062 -19.96026  -0.4735
C: 1.02835 -24.68492 -19.56630  0.4557
O: -0.09118 -24.92605 -19.17747  -0.6014
O: 4.34854 -24.60637 -19.41492  -0.5792
C: 5.41401 -25.07835 -20.00679  0.5634
O: 6.51296 -25.24660 -19.52110  -0.6448
C: 4.95368 -25.36267 -21.52220  0.6727
O: 3.69178 -25.10265 -21.61605  -0.5335
O: 5.51697 -25.93364 -22.45433  -0.6794
C: -5.55953 -16.28295 -19.01365  -0.2455
C: -5.98127 -17.04274 -17.70766  -0.2875
O: -5.98720 -18.38343 -18.11827  -0.3900
S: -5.13643 -18.69159 -19.52088  0.7098
O: -5.81784 -19.63675 -20.46888  -0.5524
O: -3.76595 -19.00682 -19.17226  -0.0194
O: -5.33203 -17.21498 -20.10246  -0.1481
H: -4.62291 -15.75909 -18.82277  0.1240
H: -6.32006 -15.57130 -19.33494  0.3701
H: -7.02281 -16.97021 -17.39455  0.2895
H: -5.38459 -16.97792 -16.79779  0.1518
C: 2.60540 -22.00839 -16.31326  0.2193
C: 2.09368 -21.90380 -14.86857  -0.5702
O: 1.58365 -20.66991 -14.64917  -0.3409
S: 2.07778 -19.58603 -15.79597  0.7247
O: 2.95356 -18.51773 -15.22857  -0.6290
O: 0.99308 -19.17409 -16.68088  -0.2521
O: 3.01319 -20.68824 -16.58449  -0.1526
H: 1.75685 -22.23893 -16.95741  -0.2006
H: 3.47300 -22.66777 -16.33773  0.4489
H: 2.87584 -22.12745 -14.14310  0.2753
H: 1.32010 -22.60065 -14.54597  0.3376
C: -5.45229 -21.62557 -17.72368  -0.0045
C: -5.56881 -23.00518 -17.07306  -0.4764
O: -4.78798 -22.93688 -15.85201  -0.4840
S: -3.33411 -22.06634 -16.22328  1.0231
O: -2.45731 -23.03041 -16.88672  -0.4224
O: -2.79596 -21.27252 -15.08665  -0.5864
O: -4.21458 -21.14406 -17.34493  -0.1136
H: -6.08398 -20.90452 -17.20487  0.2936
H: -5.66691 -21.63201 -18.79232  0.0305
H: -5.16296 -23.83998 -17.64446  0.2694
H: -6.63222 -23.14878 -16.88162  0.3775
C: -3.52373 -27.03100 -22.75890  -0.2545
C: -3.42683 -26.28659 -24.10958  0.0525
O: -2.06637 -26.16856 -24.25770  -0.4461
S: -1.37867 -25.61841 -22.82658  0.8457
O: -1.46914 -24.17731 -22.68850  -0.0267
O: -0.12696 -26.38753 -22.48478  -0.5888
O: -2.51850 -26.47885 -21.95541  -0.3290
H: -3.58704 -28.08605 -23.02529  0.3457
H: -4.48504 -26.78563 -22.30749  0.2270
H: -3.74323 -25.24366 -24.12625  -0.1370
H: -3.83254 -26.80908 -24.97590  0.3449
C: -1.96199 -18.43718 -16.55638  0.7102
C: -1.95703 -17.18470 -15.70215  -0.5603
O: -2.23864 -16.17981 -16.77132  -0.4285
S: -1.28896 -16.49889 -18.11009  0.9144
O: -0.01063 -15.79097 -18.08715  -0.4941
O: -2.11739 -16.26265 -19.27427  -0.5232
O: -1.08141 -18.07427 -17.64455  0.2431
H: -2.97341 -18.63940 -16.90886  -0.5017
H: -1.45595 -19.17938 -15.93899  0.1171
H: -1.01803 -17.03430 -15.16946  0.2774
H: -2.83126 -17.10104 -15.05653  0.3492
C: 1.75490 -14.72291 -21.42208  -0.1114
C: 0.26152 -14.59870 -21.24234  -0.3790
O: -0.48530 -15.76839 -21.41266  -0.2090
S: 0.60473 -16.98743 -21.68152  1.1034
O: 0.39302 -17.65933 -22.97512  -0.5729
O: 0.75935 -17.80927 -20.50837  -0.7394
O: 1.88776 -16.03014 -21.81604  -0.4610
H: 2.35481 -14.54788 -20.52901  0.0441
H: 2.20522 -14.04246 -22.14478  0.2831
H: -0.30396 -13.87409 -21.82824  0.4182
H: 0.10586 -14.13097 -20.27018  0.2088
C: 3.38544 -16.69024 -18.09704  0.7958
C: 3.27874 -15.47960 -17.27436  0.1388
O: 4.64783 -15.15338 -16.92803  -0.4507
S: 5.80692 -16.13715 -17.60127  1.0744
O: 6.62511 -16.79118 -16.51685  -0.5729
O: 6.50227 -15.55303 -18.73556  -0.5478
O: 4.69279 -17.18142 -18.16458  -0.0926
H: 3.09309 -16.45846 -19.12120  -0.0782
H: 2.82676 -17.50071 -17.62893  -0.8197
H: 2.73524 -15.70985 -16.35802  0.2161
H: 2.74974 -14.56782 -17.55166  0.2849
C: -5.31492 -15.81714 -24.10554  -0.4302
C: -5.06032 -17.30540 -23.78124  0.2338
O: -4.10829 -17.81234 -24.69653  -0.2277
S: -3.08618 -16.51467 -25.22093  0.8239
O: -2.69911 -16.83502 -26.53822  -0.5481
O: -2.03016 -16.31227 -24.24176  -0.2343
O: -4.35289 -15.36658 -25.04525  -0.3963
H: -5.37334 -15.25838 -23.17148  0.2823
H: -6.34889 -15.77667 -24.44815  0.3439
H: -5.96582 -17.90509 -23.68878  0.2522
H: -4.60054 -17.24112 -22.79505  -0.1010
C: 4.60281 -19.76720 -19.71412  0.3489
C: 6.01849 -19.20954 -20.12412  -0.1646
O: 6.19734 -19.64280 -21.51643  -0.4648
S: 4.73557 -20.16660 -22.18276  1.0012
O: 5.04965 -21.34543 -22.99162  -0.5371
O: 3.90679 -19.05085 -22.70256  -0.4905
O: 4.21448 -20.69732 -20.65445  -0.1517
H: 3.84521 -18.98385 -19.69155  -0.3872
H: 4.65745 -20.25948 -18.74316  0.3586
H: 6.87170 -19.71822 -19.67537  0.2512
H: 6.07705 -18.12516 -20.03033  0.2278
C: -1.33680 -21.47225 -25.95415  -0.2100
C: -0.10336 -20.49601 -26.03571  -0.4659
O: 0.35582 -20.47777 -24.76098  -0.3721
S: -0.76993 -20.78195 -23.62620  0.5147
O: -1.45867 -19.47794 -23.45080  -0.2896
O: -0.17621 -21.36081 -22.42734  -0.1466
O: -1.45075 -21.88412 -24.56414  -0.1947
H: -1.14435 -22.36059 -26.55574  0.3166
H: -2.27092 -21.02859 -26.29867  0.2457
H: -0.19525 -19.42396 -26.20995  0.2450
H: 0.81668 -20.65802 -26.59730  0.2542